No. 1
Entry from OMol25: a structure of composition C50H38N6O5PSTi in a non-equilibrium geometry (ωB97M-V/def2-TZVPD).

ORCA input file:
```
! RIJCOSX wB97M-V def2-TZVPD def2/J DEFGRID3
* xyz 1 1
Ti 0.306 -1.814 -0.443
C -2.983 -0.457 4.130
C -1.747 -1.051 4.328
C -1.079 -1.655 3.267
C -1.648 -1.652 2.011
C -2.896 -1.073 1.806
C -3.560 -0.472 2.862
N -1.008 -2.316 0.896
C -1.600 -3.585 0.630
C -2.274 -4.335 1.598
C -2.813 -5.561 1.275
C -2.714 -6.078 -0.020
C -2.090 -5.333 -0.987
C -1.549 -4.092 -0.655
N -0.959 -3.210 -1.607
N -1.039 -3.608 -2.766
C -0.287 -2.896 -3.737
C -0.625 -3.080 -5.060
C 0.125 -2.403 -6.011
C 1.181 -1.615 -5.588
C 1.454 -1.541 -4.226
N 0.720 -2.171 -3.315
H -3.502 0.010 4.960
H -1.294 -1.057 5.314
H -0.131 -2.143 3.436
H -3.326 -1.081 0.811
H -4.530 -0.015 2.696
H -2.363 -3.948 2.604
H -3.325 -6.132 2.041
H -3.132 -7.048 -0.256
H -2.015 -5.681 -2.007
H -1.453 -3.728 -5.317
H -0.101 -2.507 -7.065
H 1.799 -1.075 -6.293
H 2.304 -0.975 -3.862
O 1.596 -3.353 1.807
S 2.553 -3.564 0.430
O 3.365 -2.369 0.341
O 1.326 -3.384 -0.565
C 2.199 -2.715 2.893
C 2.692 -3.525 3.896
C 3.369 -2.950 4.958
C 3.580 -1.578 4.976
C 3.072 -0.780 3.960
C 2.318 -1.320 2.916
P 1.615 -0.290 1.545
C 3.048 0.732 1.006
C 4.368 0.291 1.052
C 5.401 1.124 0.637
C 5.132 2.396 0.154
C 3.818 2.841 0.092
C 2.787 2.016 0.519
C 0.626 1.069 2.301
C -0.630 1.384 1.795
C -1.358 2.468 2.277
C -0.827 3.268 3.273
C 0.447 2.995 3.761
C 1.167 1.920 3.271
H 2.561 -4.599 3.821
H 3.757 -3.576 5.753
H 4.157 -1.127 5.775
H 3.290 0.275 3.978
H 4.602 -0.701 1.412
H 6.423 0.770 0.692
H 5.942 3.042 -0.163
H 3.596 3.839 -0.272
H 1.768 2.388 0.497
H -1.056 0.793 1.002
H -2.335 2.683 1.859
H -1.389 4.112 3.657
H 0.894 3.640 4.509
H 2.171 1.776 3.634
O 1.539 -0.397 -1.317
C 0.522 0.352 -1.479
N 0.452 1.607 -1.901
C -0.959 2.037 -1.983
C -1.669 0.753 -1.457
O -2.848 0.608 -1.312
N -0.684 -0.180 -1.148
C -1.241 3.216 -1.050
C -0.207 3.976 -0.516
C -0.484 5.057 0.316
C -1.798 5.387 0.610
C -2.835 4.638 0.062
C -2.561 3.558 -0.765
C -1.331 2.334 -3.441
C -2.163 1.490 -4.171
C -2.441 1.766 -5.507
C -1.887 2.877 -6.121
C -1.052 3.722 -5.394
C -0.780 3.454 -4.061
H 1.230 2.089 -2.321
H 0.827 3.735 -0.740
H 0.331 5.637 0.732
H -2.017 6.227 1.260
H -3.865 4.899 0.275
H -3.373 2.975 -1.185
H -2.613 0.624 -3.701
H -3.101 1.110 -6.063
H -2.109 3.093 -7.159
H -0.623 4.598 -5.865
H -0.150 4.136 -3.496
*
```

Calculated values
- largest force on an atom (eV Å⁻¹) = 1.23
- energy (hartree) = -4221.859917
- frontier orbital gap (eV) = 6.775
- lowest unoccupied orbital energy (Ha) = -0.1424

No. 2
Entry from OMol25: a structure of composition C50H39CoN10O4S (ωB97M-V/def2-TZVPD).

ORCA input file:
```
! RIJCOSX wB97M-V def2-TZVPD def2/J DEFGRID3
* xyz -1 2
Co 0.095 0.721 0.655
C 0.465 -7.822 -3.703
O -0.094 -6.668 -4.292
C -0.052 -5.514 -3.561
C -0.614 -4.391 -4.164
C -0.621 -3.179 -3.501
C -0.068 -3.055 -2.225
C 0.495 -4.180 -1.641
C 0.506 -5.410 -2.294
C -0.053 -1.765 -1.489
C -1.290 -1.215 -1.038
C -2.597 -1.608 -1.460
C -3.476 -0.750 -0.858
C -2.705 0.120 -0.033
N -1.379 -0.196 -0.169
C -3.228 1.045 0.883
C -2.455 1.638 1.871
C -2.850 2.349 3.040
C -1.732 2.461 3.837
C -0.673 1.834 3.129
C 0.756 1.627 3.428
C 1.292 0.412 3.707
C 2.697 0.305 4.035
C 3.276 -0.878 4.319
C 2.567 -2.109 4.163
O 3.254 -3.317 4.295
C 4.006 -3.610 3.122
C 1.302 -2.115 3.708
C 0.516 -0.859 3.369
C 1.637 2.395 2.515
N 1.604 1.848 1.293
C 2.545 2.488 0.510
C 2.865 1.978 -0.774
C 3.585 2.725 -1.828
C 3.439 2.356 -3.171
C 4.074 3.019 -4.213
C 4.867 4.123 -3.946
O 5.542 4.842 -4.887
C 5.399 4.432 -6.230
C 4.960 4.575 -2.633
C 4.323 3.904 -1.613
C 2.436 0.660 -1.108
C 3.137 -0.275 -1.966
C 2.365 -1.383 -2.074
C 1.157 -1.115 -1.333
N 1.301 0.078 -0.680
C 3.172 3.475 1.326
C 2.598 3.409 2.584
N -1.104 1.387 1.966
C -4.684 1.337 0.836
C -5.549 0.901 1.838
C -6.900 1.188 1.777
C -7.406 1.928 0.712
O -8.752 2.168 0.737
C -9.290 2.922 -0.327
C -6.553 2.374 -0.290
C -5.197 2.070 -0.225
H 0.338 -8.625 -4.425
H -0.050 -8.088 -2.775
H 1.530 -7.690 -3.495
H -1.035 -4.491 -5.155
H -1.052 -2.307 -3.978
H 0.921 -4.090 -0.649
H 0.946 -6.266 -1.802
H -2.826 -2.421 -2.127
H -4.550 -0.736 -0.941
H -3.851 2.685 3.257
H -1.658 2.904 4.817
H 3.257 1.224 4.143
H 4.313 -0.925 4.630
H 4.459 -4.591 3.264
H 4.793 -2.867 2.965
H 3.364 -3.622 2.236
H 1.124 -4.120 3.505
H -1.460 -0.337 3.573
H 2.763 1.558 -3.438
H 3.905 2.677 -5.224
H 6.002 5.113 -6.823
H 4.357 4.494 -6.559
H 5.758 3.409 -6.375
H 5.521 5.478 -2.431
H 4.379 4.339 -0.635
H 4.113 -0.114 -2.393
H 2.564 -2.277 -2.643
H 4.030 4.077 1.092
H 2.867 3.977 3.461
H -5.156 0.324 2.666
H -7.583 0.848 2.545
H -10.356 3.007 -0.131
H -9.139 2.424 -1.289
H -8.850 3.922 -0.371
H -6.918 2.958 -1.122
H -4.523 2.432 -0.993
N -0.815 -0.846 5.386
N -0.809 -0.994 3.977
N 0.637 -3.255 3.329
C -0.008 -3.134 2.083
N -0.045 -2.050 1.413
N 0.430 -0.875 1.895
H -0.526 -1.728 5.792
H -0.145 -0.134 5.679
H -0.454 -4.030 1.672
S -2.022 3.948 -1.940
C -1.069 2.927 -1.097
N -0.379 2.203 -0.500
*
```

Calculated values
- largest force on an atom (eV Å⁻¹) = 0.21
- energy (hartree) = -4558.179645
- frontier orbital gap (spin up / spin down) (eV) = 5.057 / 5.055
- lowest unoccupied orbital energy (spin up / spin down) (Ha) = 0.0514 / 0.0362